(1)
Formula: C6H12OSSi
Source: the Open Molecules 2025 dataset
Level of theory: ωB97M-V/def2-TZVPD

Element x y z (Å)
1 H 4.008 3.113 0.144
2 S 2.389 -2.124 0.054
3 C 3.299 2.312 -0.177
4 C -2.431 -1.360 0.612
5 Si 1.809 -0.223 0.108
6 H 3.628 1.093 1.344
7 H -1.753 -2.193 0.400
8 H -0.360 -1.503 -1.129
9 H -0.246 0.521 0.900
10 H -1.678 -1.383 2.370
11 C -2.275 -0.428 -0.620
12 H -2.690 0.568 -0.296
13 C 0.064 0.409 -0.084
14 H -0.756 -0.095 -2.108
15 C -0.795 -0.420 -1.110
16 O -2.075 -0.695 1.798
17 C 2.950 1.261 0.554
18 H -3.440 -1.839 0.628
19 H 0.226 1.420 -0.547
20 H 3.011 2.456 -1.276
21 H -2.885 -0.892 -1.564

Computed properties:
HOMO (spin up / spin down): -5.4 / -9.9 eV
charge: 0
spin multiplicity: 3
calculated total energy: -27172.222 eV
expectation value of S²: 2.01
molecular weight: 160.31 g/mol
HOMO-LUMO gap (spin up / spin down): 5.89 / 6.65 eV
largest force on an atom: 4.6 eV/Å
lowest unoccupied orbital energy (spin up / spin down): 0.450 / -3.208 eV

***

(2)
Formula: C6H12P
Source: the Open Molecules 2025 dataset
Level of theory: ωB97M-V/def2-TZVPD

Element x y z (Å)
1 C -0.043 0.206 -0.469
2 H 3.424 -1.169 -0.343
3 P -1.623 -0.217 0.703
4 H -1.749 -2.029 -0.911
5 C 1.178 0.391 -0.245
6 H -0.659 0.432 -1.343
7 H 2.593 1.410 1.120
8 H -2.246 2.176 0.239
9 C -2.469 -1.581 -0.172
10 H -3.567 1.405 0.339
11 H -2.807 -2.244 0.465
12 C 2.591 0.662 0.215
13 H 4.324 -0.214 0.699
14 H -2.512 1.088 -1.054
15 H 3.071 1.242 -0.578
16 C -2.565 1.225 -0.029
17 C 3.344 -0.531 0.581
18 H -3.299 -1.161 -0.738
19 H 3.013 -1.089 1.522

Computed properties:
HOMO: -13.6 eV
charge: +1
calculated total energy: -15694.611 eV
molecular weight: 115.14 g/mol
HOMO-LUMO gap: 7.54 eV
largest force on an atom: 6.3 eV/Å
lowest unoccupied orbital energy: -6.057 eV